Entry 1:
{"formula": "C28H72Ca3N4O18S2", "method": "ωB97M-V/def2-TZVPD", "homo_ha": -0.3723, "charge": 2, "orbital_gap_ha": 0.1203, "symbols": ["Ca", "Ca", "Ca", "S", "O", "O", "O", "O", "S", "O", "O", "O", "O", "C", "O", "H", "H", "H", "H", "C", "O", "C", "C", "N", "C", "C", "O", "C", "H", "H", "H", "H", "H", "H", "H", "H", "H", "H", "H", "H", "H", "H", "H", "C", "O", "C", "C", "N", "C", "C", "O", "C", "H", "H", "H", "H", "H", "H", "H", "H", "H", "H", "H", "H", "H", "H", "H", "C", "O", "C", "C", "N", "C", "C", "O", "C", "H", "H", "H", "H", "H", "H", "H", "H", "H", "H", "H", "H", "H", "H", "H", "C", "O", "C", "C", "N", "C", "C", "O", "C", "H", "H", "H", "H", "H", "H", "H", "H", "H", "H", "H", "H", "H", "H", "H", "C", "C", "C", "O", "H", "H", "H", "H", "H", "H", "H", "H"], "positions_angstrom": [[25.931, 35.506, -7.542], [32.034, 36.313, -6.576], [27.889, 35.332, -2.547], [28.699, 35.733, -5.318], [30.072, 35.578, -5.835], [28.737, 36.668, -4.213], [27.681, 36.003, -6.334], [28.193, 34.502, -4.638], [23.621, 36.143, -5.875], [23.886, 36.303, -7.308], [23.196, 37.375, -5.313], [22.423, 35.324, -5.675], [24.888, 35.615, -5.344], [30.697, 32.953, -1.610], [29.640, 33.674, -2.325], [31.492, 32.636, -2.286], [31.190, 33.530, -0.827], [30.323, 32.073, -1.087], [29.721, 33.248, -3.182], [35.200, 36.851, -7.577], [33.889, 37.406, -7.669], [33.885, 38.802, -7.278], [32.479, 39.331, -7.213], [31.786, 38.672, -6.203], [30.355, 39.055, -6.322], [30.113, 40.525, -5.929], [30.601, 40.931, -4.690], [30.259, 42.232, -4.336], [35.793, 37.382, -8.322], [35.314, 35.824, -7.923], [35.809, 36.906, -6.674], [34.561, 39.444, -7.842], [34.233, 38.725, -6.247], [32.093, 39.233, -8.228], [32.502, 40.352, -6.833], [32.020, 39.107, -5.322], [29.679, 38.520, -5.655], [29.898, 38.903, -7.300], [29.033, 40.612, -5.819], [30.509, 41.110, -6.759], [29.240, 42.494, -4.619], [30.744, 42.934, -5.016], [30.443, 42.489, -3.293], [27.105, 31.536, -2.686], [26.466, 32.857, -2.580], [25.210, 32.910, -3.246], [24.603, 34.181, -2.664], [25.437, 35.313, -2.874], [24.811, 36.522, -2.405], [25.664, 37.738, -2.876], [26.969, 37.796, -2.394], [27.567, 39.065, -2.701], [27.498, 31.241, -3.659], [26.371, 30.769, -2.439], [27.905, 31.521, -1.945], [24.629, 32.056, -2.898], [25.127, 32.806, -4.328], [24.356, 34.014, -1.616], [23.726, 34.410, -3.270], [25.321, 35.573, -3.843], [24.607, 36.519, -1.335], [23.853, 36.672, -2.903], [24.969, 38.551, -2.664], [25.740, 37.602, -3.954], [26.980, 39.933, -2.401], [27.664, 39.199, -3.779], [28.570, 39.155, -2.284], [26.281, 38.854, -7.548], [26.313, 37.632, -8.340], [27.225, 37.840, -9.480], [27.068, 36.446, -10.215], [27.530, 35.376, -9.402], [27.150, 34.061, -10.096], [25.586, 33.621, -10.099], [25.002, 33.701, -8.858], [23.672, 33.083, -8.767], [25.466, 38.796, -6.827], [26.047, 39.708, -8.184], [27.289, 39.032, -7.173], [28.238, 38.064, -9.146], [26.884, 38.642, -10.135], [27.591, 36.469, -11.171], [25.989, 36.425, -10.366], [28.534, 35.467, -9.351], [27.803, 33.302, -9.664], [27.451, 34.201, -11.134], [25.627, 32.600, -10.476], [24.959, 34.044, -10.884], [23.315, 33.071, -7.737], [23.859, 32.041, -9.026], [22.978, 33.651, -9.387], [25.998, 34.255, 0.494], [27.023, 35.051, -0.285], [27.432, 36.219, 0.431], [28.934, 36.224, 0.317], [29.254, 36.571, -1.083], [30.729, 36.791, -1.272], [31.285, 38.013, -0.482], [30.545, 39.122, -0.863], [30.730, 40.240, 0.035], [25.782, 33.316, -0.015], [25.073, 34.825, 0.582], [26.385, 33.929, 1.460], [27.058, 36.295, 1.452], [27.046, 37.063, -0.141], [29.262, 35.245, 0.665], [29.253, 36.986, 1.029], [28.871, 37.480, -1.301], [30.922, 36.812, -2.344], [31.229, 35.837, -1.109], [32.347, 38.198, -0.640], [31.220, 37.936, 0.603], [30.436, 40.217, 1.084], [30.446, 41.200, -0.397], [31.804, 40.338, 0.195], [25.765, 31.449, -6.798], [27.035, 32.179, -6.468], [28.395, 31.775, -7.078], [26.852, 33.508, -6.674], [25.585, 31.189, -7.841], [24.911, 32.042, -6.472], [25.751, 30.503, -6.257], [27.295, 32.078, -5.414], [28.758, 30.753, -7.191], [29.224, 32.257, -6.559], [28.404, 31.968, -8.151], [27.329, 33.976, -5.985]]}


Entry 2:
{"formula": "C3H2Br2O2", "method": "ωB97M-V/def2-TZVPD", "homo_ha": [-0.3462, -0.3464], "orbital_gap_ha": [0.2799, 0.2802], "symbols": ["C", "C", "C", "O", "O", "Br", "Br", "H", "H"], "positions_angstrom": [[-0.911, -1.168, -1.858], [-0.300, -2.308, -1.568], [0.533, -0.027, -0.577], [-0.833, -0.012, -1.196], [0.793, -1.147, 0.068], [-2.357, -1.395, -3.079], [-0.069, -4.047, -1.869], [1.112, -0.011, -1.472], [0.506, 0.925, -0.015]]}


Entry 3:
{"formula": "C15H17N5O11P2Rh", "method": "ωB97M-V/def2-TZVPD", "homo_ha": -0.4540, "charge": 1, "orbital_gap_ha": 0.3241, "symbols": ["Rh", "N", "C", "C", "N", "C", "C", "N", "C", "C", "N", "H", "H", "H", "H", "H", "H", "C", "C", "O", "P", "O", "O", "O", "P", "O", "O", "O", "H", "H", "H", "H", "H", "H", "H", "O", "C", "O", "C", "C", "C", "C", "C", "C", "N", "O", "O", "H", "H", "H", "H"], "positions_angstrom": [[-0.033, -0.204, 0.806], [-3.959, -1.133, 1.088], [-3.530, -2.442, 0.973], [-2.172, -2.405, 0.926], [-1.781, -1.094, 1.026], [-2.868, -0.355, 1.110], [-2.588, 1.064, 1.153], [-1.304, 1.377, 1.096], [-1.210, 2.744, 1.069], [-2.467, 3.255, 1.131], [-3.330, 2.180, 1.189], [-4.919, -0.835, 1.140], [-4.223, -3.264, 0.942], [-1.464, -3.209, 0.839], [-0.259, 3.245, 1.004], [-2.825, 4.269, 1.139], [-4.334, 2.238, 1.224], [3.374, -0.692, 3.145], [2.678, 0.664, 3.170], [3.398, 1.484, 4.081], [0.942, 0.519, 3.725], [0.421, 1.994, 3.789], [0.944, -0.027, 5.191], [0.094, -0.381, 2.845], [2.543, 1.413, 1.495], [4.038, 1.553, 1.027], [1.787, 2.701, 1.615], [1.867, 0.315, 0.663], [3.403, -1.102, 4.154], [4.396, -0.549, 2.798], [2.870, -1.390, 2.480], [2.991, 2.357, 4.150], [0.791, 2.497, 2.990], [0.186, -0.567, 5.446], [4.190, 2.106, 0.251], [0.289, -1.745, -0.814], [0.076, -0.804, -1.616], [-0.184, 0.340, -1.101], [0.115, -0.978, -3.081], [0.225, -2.260, -3.608], [0.254, -2.440, -4.981], [0.180, -1.316, -5.781], [0.081, -0.030, -5.285], [0.044, 0.135, -3.911], [0.208, -1.499, -7.256], [0.176, -0.499, -7.939], [0.260, -2.635, -7.671], [0.295, -3.109, -2.942], [0.335, -3.417, -5.431], [0.035, 0.806, -5.967], [-0.037, 1.125, -3.482]]}